Here is C17H23ClN6 as an isolated structure in a non-equilibrium geometry from the OMol25 dataset. Energies are from ωB97M-V with the def2-TZVPD basis set.

## Properties
Calculated total energy = -39446.0025 eV
E_LUMO = 0.62 eV
Multiplicity = 1
Energy above the lowest of the compared OMol25 structures with the same formula, charge and spin = 488.77 kcal/mol
Net charge = 0

XYZ file:
```
47
C17H23ClN6, DFT ωB97M-V with the def2-TZVPD basis set
C 3.3022 1.3826 -1.4862
C 3.6390 0.6210 -0.3057
C 4.4701 -0.4004 -0.2942
C 4.6668 -1.1911 0.8812
C 4.1079 -0.8755 1.9474
C 3.1810 0.3054 2.1508
C 2.8265 0.9116 1.0756
N 2.0164 2.1547 0.8334
C 0.8054 2.2346 0.1963
N 0.5831 1.2079 -0.5908
C -0.6973 1.5848 -1.1458
N -1.5860 2.4784 -1.0533
C -1.0455 3.1166 -0.1807
N 0.1099 3.3444 0.6274
N -1.9132 4.3022 0.0681
H -1.6533 5.0404 0.9007
H -2.6971 4.2494 -0.3079
C -1.1254 0.2042 -1.9694
N -1.6307 -0.6905 -1.3498
C -3.0440 -0.3394 -0.6253
C -3.8945 -1.5631 -0.3132
H -3.9882 -2.2543 -0.8158
C -3.3584 -1.9920 1.1717
C -2.3075 -3.1066 1.1690
C -1.2383 -2.7251 -0.3682
H -1.5533 -3.2225 -1.0880
H -0.3250 -3.6608 0.0813
C -0.8182 -1.2628 -0.3444
H 0.0824 -1.4035 -0.5927
H -0.8226 -0.9390 0.7266
H -2.6836 -4.0266 0.7742
H -1.7483 -3.2316 1.8246
H -2.9703 -1.2280 1.7424
H -4.2117 -2.6846 1.6323
H -4.9022 -1.2587 -0.0888
H -3.5219 0.3021 -1.5165
H -2.8744 0.3620 -0.1039
H -1.7998 0.6561 -2.5216
H -0.2397 -0.1295 -2.5399
H 1.9788 2.8707 1.8559
H 2.8846 0.6702 3.1844
H 4.1825 -1.1269 3.2639
H 5.1613 -2.0632 0.9158
Cl 4.9646 -1.2235 -1.7079
H 2.9397 2.4897 -1.4288
H 4.2767 1.2476 -2.2327
H 2.4718 0.8626 -2.0519
```

For reference, the Löwdin charges in units of e are: number 1, C, carries -0.12; number 2, C, carries -0.24; number 3, C, carries -0.64; number 4, C, carries -0.18; number 5, C, carries -0.11; number 6, C, carries -0.07; number 7, C, carries -0.15; number 8, N, carries 0.05; number 9, C, carries -0.50; number 10, N, carries 0.20; number 11, C, carries -0.17; number 12, N, carries 0.24; number 13, C, carries -0.44; number 14, N, carries 0.19; number 15, N, carries 0.12; number 16, H, carries 0.17; number 17, H, carries -0.06; number 18, C, carries -0.29; number 19, N, carries -0.12; number 20, C, carries -0.02; number 21, C, carries -0.07; number 22, H, carries -0.02; number 23, C, carries -0.16; number 24, C, carries -0.08; number 25, C, carries -0.02; number 26, H, carries -0.03; number 27, H, carries 0.18; number 28, C, carries -0.23; number 29, H, carries 0.03; number 30, H, carries 0.15; number 31, H, carries 0.08; number 32, H, carries -0.06; number 33, H, carries 0.07; number 34, H, carries 0.14; number 35, H, carries 0.11; number 36, H, carries 0.16; number 37, H, carries -0.01; number 38, H, carries 0.07; number 39, H, carries 0.15; number 40, H, carries 0.25; number 41, H, carries 0.13; number 42, H, carries 0.19; number 43, H, carries 0.07; number 44, Cl, carries 0.73; number 45, H, carries 0.11; number 46, H, carries 0.11; number 47, H, carries 0.08

---

Here is an isolated ion of composition C17H23N2O and charge +1 from the OMol25 dataset. Energies are from ωB97M-V with the def2-TZVPD basis set.

## Properties
Calculated total energy = -23024.2468 eV
E_LUMO = -2.35 eV
Multiplicity = 1
Energy above the lowest of the compared OMol25 structures with the same formula, charge and spin = 0.00 kcal/mol
Net charge = +1
SMILES string = OCCNCC[NH2+]Cc1ccc(-c2ccccc2)cc1

XYZ file:
```
43
C17H23N2O, DFT ωB97M-V with the def2-TZVPD basis set
O 4.4179 1.6967 0.3450
H 4.6600 2.6277 0.3799
C 5.6021 0.9178 0.4610
C 5.1812 -0.5530 0.4799
N 4.3832 -0.8092 -0.7079
H 4.9695 -0.9482 -1.5200
C 3.2895 -1.7582 -0.6350
H 3.4581 -2.6664 -1.2178
H 3.1269 -2.0573 0.4024
C 2.0409 -1.0237 -1.1712
N 2.0923 0.3452 -0.6198
H 1.6731 1.0229 -1.2588
C 1.4348 0.5043 0.7073
C -0.0571 0.3985 0.5652
C -0.7438 -0.7271 1.0031
C -2.1126 -0.8200 0.8417
C -2.8307 0.2057 0.2287
C -2.1348 1.3312 -0.2138
C -0.7685 1.4268 -0.0461
H -0.2528 2.3200 -0.3731
H -2.6760 2.1463 -0.6686
C -4.2858 0.1087 0.0601
C -5.0822 -0.4120 1.0783
C -6.4530 -0.4957 0.9220
C -7.0470 -0.0714 -0.2552
C -6.2635 0.4427 -1.2751
C -4.8935 0.5378 -1.1183
H -4.2863 0.9232 -1.9246
H -6.7217 0.7712 -2.1958
H -8.1170 -0.1404 -0.3770
H -7.0602 -0.8921 1.7217
H -4.6269 -0.7250 2.0064
H -2.6307 -1.7038 1.1800
H -0.2076 -1.5313 1.4870
H 1.8169 -0.2661 1.3761
H 1.7245 1.4810 1.0998
H 2.0886 -0.9695 -2.2590
H 1.1147 -1.5196 -0.8815
H 3.1449 0.5232 -0.5345
H 4.5608 -0.7243 1.3621
H 6.0730 -1.1849 0.5576
H 6.2598 1.1088 -0.3952
H 6.1391 1.1597 1.3829
```

For reference, the Löwdin charges in units of e are: number 1, O, carries -0.09; number 2, H, carries 0.11; number 3, C, carries -0.22; number 4, C, carries -0.18; number 5, N, carries -0.09; number 6, H, carries 0.14; number 7, C, carries -0.16; number 8, H, carries 0.13; number 9, H, carries 0.12; number 10, C, carries -0.10; number 11, N, carries 0.03; number 12, H, carries 0.18; number 13, C, carries -0.09; number 14, C, carries -0.24; number 15, C, carries -0.03; number 16, C, carries 0.00; number 17, C, carries -0.16; number 18, C, carries -0.01; number 19, C, carries -0.03; number 20, H, carries 0.12; number 21, H, carries 0.12; number 22, C, carries -0.19; number 23, C, carries -0.03; number 24, C, carries -0.07; number 25, C, carries -0.08; number 26, C, carries -0.07; number 27, C, carries -0.03; number 28, H, carries 0.11; number 29, H, carries 0.11; number 30, H, carries 0.11; number 31, H, carries 0.11; number 32, H, carries 0.11; number 33, H, carries 0.12; number 34, H, carries 0.12; number 35, H, carries 0.13; number 36, H, carries 0.14; number 37, H, carries 0.14; number 38, H, carries 0.13; number 39, H, carries 0.12; number 40, H, carries 0.12; number 41, H, carries 0.13; number 42, H, carries 0.12; number 43, H, carries 0.13

---

Here is C17H23N2V as an isolated structure in a non-equilibrium geometry from the OMol25 dataset. Energies are from ωB97M-V with the def2-TZVPD basis set.

## Properties
Calculated total energy = -46666.2700 eV
E_LUMO (alpha / beta) = 3.02 / 2.99 eV
Multiplicity = 4
Energy above the lowest of the compared OMol25 structures with the same formula, charge and spin = 4.02 kcal/mol
Net charge = -1

XYZ file:
```
43
C17H23N2V, DFT ωB97M-V with the def2-TZVPD basis set
V 0.2895 0.0652 0.7403
C -2.0177 -2.2668 3.0275
C -1.2291 -0.9955 2.9095
C 0.2056 -1.0826 2.7370
C 1.0189 0.0924 2.8026
C 0.3956 1.3360 2.7066
C -1.0286 1.4236 2.7525
C -1.8158 0.2386 2.8981
H -2.0940 -2.6102 4.0645
H -1.5366 -3.0750 2.4675
H -3.0338 -2.1509 2.6410
H 0.6837 -2.0524 2.7883
H 2.0926 0.0186 2.8931
H 0.9907 2.2393 2.7034
H -1.5120 2.3852 2.6464
H -2.8972 0.3199 2.9642
N -1.3362 1.7781 -0.3626
C -2.6521 1.5259 -0.9063
C -2.6869 0.1899 -1.6335
C -2.5312 -1.0536 -0.7704
N -1.1611 -1.2922 -0.3176
H -1.2426 2.6500 0.1377
H -0.5619 1.6799 -1.0191
H -3.0078 2.3073 -1.5943
H -3.3660 1.4917 -0.0740
H -1.9214 0.1809 -2.4184
H -3.6488 0.1097 -2.1503
H -2.8908 -1.9145 -1.3482
H -3.1759 -0.9691 0.1113
H -0.4583 -1.2325 -1.0591
H -1.0699 -2.2007 0.1200
C 1.4788 0.1743 -0.6149
C 2.5580 0.2004 -1.5818
C 3.7813 0.8711 -1.3424
C 4.7989 0.9103 -2.2815
C 4.6682 0.2823 -3.5190
C 3.4790 -0.3951 -3.7819
C 2.4600 -0.4354 -2.8435
H 3.9108 1.3709 -0.3887
H 5.7143 1.4419 -2.0392
H 5.4644 0.3185 -4.2527
H 3.3392 -0.9032 -4.7313
H 1.5462 -0.9724 -3.0809
```

For reference, the Löwdin charges in units of e are: number 1, V, carries 0.54; number 2, C, carries -0.08; number 3, C, carries -0.36; number 4, C, carries -0.19; number 5, C, carries -0.24; number 6, C, carries -0.22; number 7, C, carries -0.16; number 8, C, carries -0.12; number 9, H, carries 0.07; number 10, H, carries 0.07; number 11, H, carries 0.06; number 12, H, carries 0.09; number 13, H, carries 0.10; number 14, H, carries 0.09; number 15, H, carries 0.07; number 16, H, carries 0.10; number 17, N, carries -0.02; number 18, C, carries -0.29; number 19, C, carries -0.20; number 20, C, carries -0.25; number 21, N, carries -0.04; number 22, H, carries 0.07; number 23, H, carries 0.04; number 24, H, carries 0.10; number 25, H, carries 0.11; number 26, H, carries 0.11; number 27, H, carries 0.10; number 28, H, carries 0.10; number 29, H, carries 0.11; number 30, H, carries 0.05; number 31, H, carries 0.08; number 32, C, carries -0.20; number 33, C, carries -0.40; number 34, C, carries -0.10; number 35, C, carries -0.15; number 36, C, carries -0.17; number 37, C, carries -0.15; number 38, C, carries -0.11; number 39, H, carries 0.09; number 40, H, carries 0.08; number 41, H, carries 0.07; number 42, H, carries 0.08; number 43, H, carries 0.08